1.
{
  "formula": "C3H12BNO3PS",
  "method": "the ωB97M-V functional and the def2-TZVPD basis",
  "energy_ha": -1166.2678,
  "total_charge": 1,
  "multiplicity": 1,
  "lumo_energy_ha": -0.12863,
  "e_homo_ev": -13.06,
  "elements": ["C", "P", "O", "S", "C", "C", "N", "B", "O", "O", "H", "H", "H", "H", "H", "H", "H", "H", "H", "H", "H", "H"],
  "positions_angstrom": [[0.3732, -0.4419, 2.9900], [-0.7872, 0.5812, 2.0512], [0.1158, 1.9296, 2.0091], [-0.2221, -0.3868, 0.0693], [0.0485, 0.9871, -1.1173], [1.4856, 0.8924, -1.6331], [1.7703, -0.4434, -2.1208], [-1.8604, -1.2072, -0.4718], [-1.9040, -2.5500, -0.5446], [-2.8631, -0.3833, -0.8008], [0.2492, -1.4889, 2.7084], [1.4008, -0.1444, 2.7809], [0.1516, -0.3192, 4.0508], [-0.3265, 2.6646, 1.5618], [-0.6674, 0.8364, -1.9225], [-0.1487, 1.9140, -0.5837], [2.1642, 1.1473, -0.8173], [1.5984, 1.6492, -2.4129], [2.6047, -0.8411, -1.7206], [1.8138, -0.5016, -3.1264], [-1.3090, -3.0367, 0.0372], [-3.6878, -0.8574, -0.9870]],
  "forces_ev_per_a": [[0.07, 0.00, -0.10], [-0.37, 0.14, 0.20], [0.07, -0.10, -0.47], [0.56, -0.16, 0.00], [-0.12, -0.17, 0.00], [0.10, -0.11, 0.17], [-0.23, -0.04, 0.01], [-0.07, -0.06, -0.13], [-0.20, 0.16, 0.53], [0.04, -0.11, -0.02], [-0.07, -0.02, 0.15], [0.01, 0.02, 0.04], [0.04, -0.04, 0.00], [-0.05, 0.09, 0.31], [-0.08, 0.13, 0.07], [-0.07, 0.09, -0.19], [0.03, 0.07, -0.07], [0.01, 0.08, 0.09], [0.08, 0.01, -0.09], [0.06, -0.01, -0.02], [0.15, -0.11, -0.35], [0.03, 0.14, -0.11]],
  "mulliken_charge": [-0.90, 0.35, -0.48, 0.05, -0.50, -0.65, -0.44, 0.54, -0.46, -0.40, 0.31, 0.32, 0.37, 0.36, 0.35, 0.38, 0.35, 0.36, 0.19, 0.21, 0.34, 0.35]
}

---

2.
{
  "formula": "C3H12BrN6O3Pb",
  "method": "the ωB97M-V functional and the def2-TZVPD basis",
  "energy_ha": -3442.1048,
  "relative_energy_kcal_mol": 327.0,
  "total_charge": 1,
  "multiplicity": 1,
  "lumo_energy_ha": -0.28237,
  "e_homo_ev": -12.55,
  "elements": ["Pb", "Br", "C", "O", "N", "N", "H", "H", "H", "H", "C", "O", "N", "N", "H", "H", "H", "H", "C", "O", "N", "N", "H", "H", "H", "H"],
  "positions_angstrom": [[-2.0107, 0.1703, 2.1750], [-0.3115, 0.7518, 0.8749], [-1.8045, 1.2521, -2.1078], [-2.2399, 1.4793, -3.1795], [-0.6966, 0.5415, -1.9166], [-2.2692, 1.5842, -1.0235], [-0.1622, 0.2194, -2.7108], [-0.2293, 0.6102, -1.0238], [-1.6856, 1.3540, -0.2320], [-3.2007, 1.9698, -0.9627], [0.2691, -2.1427, -1.4353], [0.8128, -2.8072, -2.3546], [-0.9034, -2.4159, -1.0895], [0.6583, -0.9880, -1.1192], [-1.1824, -3.3721, -1.2568], [-1.3591, -1.7445, -0.4882], [1.6279, -0.7717, -1.3015], [0.2183, -0.4549, -0.3828], [2.1430, 0.4745, 2.7378], [2.9957, 0.2713, 3.6026], [1.9555, -0.2211, 1.6762], [1.3410, 1.4824, 2.9395], [1.0899, -0.1507, 1.1606], [2.7136, -0.8485, 1.4490], [1.3941, 1.9406, 3.8381], [0.8360, 1.8158, 2.1308]],
  "forces_ev_per_a": [[-5.79, -2.10, 4.72], [1.41, 4.39, -1.58], [3.31, -1.93, -6.47], [-1.79, 0.65, -3.15], [1.47, -0.03, -1.05], [-5.12, 3.04, 8.81], [-0.22, 0.27, 0.12], [-0.72, 1.10, -3.07], [-2.08, 1.17, -0.95], [0.28, 0.33, 0.07], [3.49, -4.05, -7.04], [0.35, 0.32, 1.85], [-5.95, -2.09, 2.94], [5.91, 3.35, 3.15], [-0.64, 0.29, 0.16], [-0.70, -0.80, -0.15], [0.04, -0.02, -0.12], [1.21, -2.55, -1.12], [3.72, 0.26, 5.12], [0.04, -0.76, -0.83], [1.11, -3.20, -3.37], [-3.24, 2.79, 0.37], [3.21, -1.77, 0.68], [-0.31, -0.25, -0.19], [0.21, 0.33, -0.42], [0.80, 1.27, 1.53]],
  "mulliken_charge": [0.98, -0.52, 0.50, -0.61, -0.16, -0.17, 0.14, 0.32, 0.13, 0.17, 0.65, -0.70, -0.17, -0.07, 0.24, 0.12, 0.15, -0.20, 0.49, -0.65, -0.28, -0.31, 0.42, 0.14, 0.21, 0.19]
}

---

3.
{
  "formula": "C3H12IN6O3",
  "method": "the ωB97M-V functional and the def2-TZVPD basis",
  "energy_ha": -973.6407,
  "relative_energy_kcal_mol": 56.9,
  "total_charge": -1,
  "multiplicity": 1,
  "lumo_energy_ha": 0.10758,
  "e_homo_ev": -5.01,
  "elements": ["I", "C", "O", "N", "N", "H", "H", "H", "H", "C", "O", "N", "N", "H", "H", "H", "H", "C", "O", "N", "N", "H", "H", "H", "H"],
  "positions_angstrom": [[15.0338, -26.3611, -5.6787], [19.4227, -26.2931, -4.8121], [20.4708, -25.9694, -5.3309], [18.3395, -25.7148, -5.1800], [19.1631, -27.2993, -4.0876], [17.4125, -26.0127, -4.9113], [18.3481, -24.9751, -5.8677], [19.7352, -28.1308, -4.0495], [18.1956, -27.4678, -3.8519], [10.6829, -26.2981, -5.3385], [9.5529, -25.7402, -5.2624], [11.3808, -26.3765, -6.4312], [11.3662, -26.6798, -4.2727], [12.3617, -26.6160, -6.4546], [10.9162, -26.0316, -7.2590], [12.2715, -27.0164, -4.5679], [10.9509, -26.8617, -3.3701], [12.6576, -25.8866, -9.3929], [12.9442, -27.0306, -9.8665], [11.5639, -25.2609, -9.4828], [13.5748, -25.2305, -8.7335], [11.4340, -24.5097, -8.8204], [10.8942, -25.2013, -10.2365], [14.4136, -25.7508, -8.5195], [13.5214, -24.2994, -8.3459]],
  "forces_ev_per_a": [[-0.30, -0.15, 0.13], [1.86, 2.02, -3.88], [2.69, 0.05, 0.19], [-4.43, 3.67, -1.26], [-0.56, -5.97, 4.84], [-0.02, 0.02, -0.16], [0.28, -0.19, 0.32], [0.25, 0.60, -0.03], [0.23, -0.10, -0.07], [-3.58, 2.75, 1.90], [0.99, -1.25, -0.42], [0.52, -0.04, -3.48], [1.17, -1.08, 1.27], [0.09, 0.01, -0.13], [0.35, -0.22, 0.10], [0.33, -0.32, 1.27], [0.19, 0.15, -0.49], [4.77, -5.81, -1.95], [-1.22, 2.10, 0.39], [-6.77, 3.83, -0.21], [3.04, 1.06, 1.69], [0.02, 0.08, -0.26], [0.46, -0.95, 0.04], [-0.11, 0.08, 0.28], [-0.26, -0.34, -0.12]],
  "mulliken_charge": [-0.64, 0.63, -0.73, -0.23, -0.37, -0.04, 0.15, 0.21, 0.21, 0.64, -0.76, -0.16, -0.28, -0.01, 0.12, 0.09, 0.21, 0.71, -0.74, -0.38, -0.32, 0.21, 0.19, 0.13, 0.15]
}

---

4.
{
  "formula": "C3H12N2",
  "method": "the ωB97M-V functional and the def2-TZVPD basis",
  "energy_ha": -230.9695,
  "relative_energy_kcal_mol": 13.7,
  "total_charge": 0,
  "multiplicity": 1,
  "lumo_energy_ha": 0.02653,
  "e_homo_ev": -8.73,
  "elements": ["C", "N", "H", "H", "H", "H", "H", "C", "N", "C", "H", "H", "H", "H", "H", "H", "H"],
  "positions_angstrom": [[-3.6897, 0.6072, 0.3962], [-3.3178, -0.8146, 0.2767], [-3.1660, 1.1539, 1.1883], [-3.4339, 1.1299, -0.5259], [-4.7645, 0.6929, 0.5477], [-3.2414, -1.2129, 1.2018], [-2.4230, -0.8540, -0.1917], [2.2532, -1.1518, 0.2602], [2.1184, -0.2606, -0.8597], [2.7476, 1.0359, -0.6988], [1.7413, -2.0847, 0.0107], [1.8491, -0.8059, 1.2222], [3.3024, -1.4133, 0.4119], [1.1748, -0.1643, -1.1986], [3.8260, 0.8637, -0.6237], [2.5905, 1.6481, -1.5864], [2.4328, 1.6306, 0.1690]],
  "forces_ev_per_a": [[0.12, -0.08, -0.11], [-0.17, 0.74, -0.14], [-0.08, -0.11, 0.13], [-0.17, -0.12, -0.10], [0.00, 0.08, 0.05], [0.20, -0.18, -0.07], [0.11, -0.33, 0.23], [-0.25, -0.60, -0.02], [0.10, 0.54, -0.28], [0.41, -0.14, -0.16], [0.02, 0.01, 0.11], [0.00, 0.23, -0.04], [0.05, 0.13, -0.01], [-0.14, -0.13, 0.21], [-0.03, 0.18, 0.11], [-0.07, -0.07, -0.05], [-0.11, -0.16, 0.14]],
  "mulliken_charge": [-0.67, -0.55, 0.24, 0.29, 0.25, 0.22, 0.22, -0.84, -0.32, -0.84, 0.31, 0.28, 0.30, 0.23, 0.27, 0.32, 0.28]
}

---

5.
{
  "formula": "C3H12N2O",
  "method": "the ωB97M-V functional and the def2-TZVPD basis",
  "energy_ha": -306.1629,
  "s_squared": 0.750,
  "relative_energy_kcal_mol": 21.3,
  "total_charge": -1,
  "multiplicity": 2,
  "lumo_energy_ha": [0.15086, 0.14723],
  "e_homo_ev": [0.88, -5.49],
  "elements": ["N", "C", "C", "C", "N", "H", "H", "H", "H", "H", "H", "H", "H", "H", "H", "H", "H", "O"],
  "positions_angstrom": [[-1.7267, -1.3627, 0.8562], [-1.1666, -0.0201, 0.8883], [0.4212, -0.1581, 1.2019], [1.1986, 0.2074, -0.0784], [2.5249, 0.8877, 0.4300], [-1.5319, -1.8511, 0.0105], [-2.6985, -1.3845, 1.0267], [-1.4015, 0.5864, -0.0518], [-1.6964, 0.6916, 1.6196], [0.6229, -1.1560, 1.4647], [0.6740, 0.5143, 2.0433], [1.4619, -0.6208, -0.7046], [0.7558, 0.9936, -0.6427], [2.2739, 1.7985, 0.5970], [3.3614, 0.8419, -0.0762], [-1.1503, -0.6628, -2.5092], [-1.2770, 0.5417, -3.3550], [-0.6455, 0.1532, -2.7204]],
  "forces_ev_per_a": [[0.52, 0.38, 1.23], [0.32, 1.34, 0.03], [-2.26, 2.26, -1.67], [2.85, 1.54, 2.08], [-1.79, -3.18, 0.60], [0.14, -0.14, -0.88], [-1.14, 0.06, -0.05], [0.91, -1.03, 0.64], [0.75, -1.61, -0.26], [0.13, -1.21, 0.56], [0.12, -0.29, -0.56], [-0.11, -0.45, -0.30], [-0.95, 0.00, -0.61], [-0.30, 2.58, 0.46], [0.85, -0.25, -1.30], [0.18, -0.12, 0.16], [0.14, 0.23, -0.14], [-0.34, -0.11, 0.01]],
  "mulliken_charge": [-0.98, -0.65, -0.47, -1.01, -0.63, 0.53, 0.26, 0.17, 0.41, 0.34, 0.25, 0.45, 0.30, 0.17, 0.18, 0.34, 0.53, -1.18]
}

---

6.
{
  "formula": "C3H12N2O",
  "method": "the ωB97M-V functional and the def2-TZVPD basis",
  "energy_ha": -306.1668,
  "relative_energy_kcal_mol": 48.4,
  "total_charge": 0,
  "multiplicity": 1,
  "lumo_energy_ha": 0.02771,
  "e_homo_ev": -9.88,
  "elements": ["C", "C", "N", "H", "H", "H", "H", "H", "H", "H", "H", "N", "C", "O", "H", "H", "H", "H"],
  "positions_angstrom": [[-1.5061, -1.1689, -0.6567], [-1.7459, -0.3202, -1.6596], [-2.2250, 1.8967, 3.7829], [-0.6697, -1.8177, -0.4033], [0.8833, 0.3835, 0.2030], [-2.3095, -1.3550, 0.0659], [-1.2679, -0.3745, -2.6181], [-2.6609, 0.2493, -1.5005], [-1.8464, 1.4640, 4.6073], [-2.4597, 1.2505, 3.0442], [-1.4690, 2.4569, 3.4116], [1.3965, -0.6069, -1.8674], [2.2953, -0.2736, -0.7524], [1.7096, 0.0252, 0.5421], [2.0968, -0.8238, -2.5729], [0.9428, 0.2649, -2.1296], [3.0482, 0.5008, -0.9020], [2.9147, -1.1835, -0.6626]],
  "forces_ev_per_a": [[-0.52, -0.49, 0.69], [-0.79, -1.03, 1.07], [0.10, 0.84, -0.32], [0.17, 0.16, -1.04], [-0.62, 0.25, 0.92], [0.27, 0.79, 0.15], [0.61, 0.63, -0.04], [0.10, -0.01, -0.75], [-0.11, -0.60, 0.03], [0.01, -0.45, 0.32], [0.00, 0.21, -0.03], [0.69, 1.07, 1.05], [1.72, -1.42, 1.22], [-0.43, -0.47, -2.15], [-0.53, -0.07, -0.48], [-0.08, -0.14, -0.47], [-0.30, 0.55, -0.63], [-0.28, 0.18, 0.47]],
  "mulliken_charge": [-0.56, -0.51, -0.67, 0.32, 0.31, 0.23, 0.31, 0.23, 0.22, 0.23, 0.23, -0.52, -0.41, -0.47, 0.25, 0.24, 0.31, 0.27]
}

---

7.
{
  "formula": "C3H12N2O",
  "method": "the ωB97M-V functional and the def2-TZVPD basis",
  "energy_ha": -306.0625,
  "relative_energy_kcal_mol": 113.9,
  "total_charge": 0,
  "multiplicity": 1,
  "lumo_energy_ha": [0.02442, 0.02475],
  "e_homo_ev": [-7.04, -7.71],
  "elements": ["C", "N", "O", "H", "H", "H", "H", "H", "C", "C", "N", "H", "H", "H", "H", "H", "H", "H"],
  "positions_angstrom": [[1.9844, 0.4595, -0.2122], [0.7593, -1.3865, 1.4952], [2.2788, -0.4182, 0.7107], [1.0491, -1.1410, 2.4387], [1.1929, -2.2863, 1.3035], [2.2810, 0.1997, -1.2402], [2.1156, 1.5169, 0.0652], [0.6025, 0.4189, -0.3463], [-1.1751, -0.5286, -1.3797], [-1.3949, 1.2216, 0.3548], [-0.6455, 0.0787, -0.1612], [-0.3938, -0.6323, 0.5881], [-1.3939, 2.0350, -0.3748], [-2.4315, 0.9528, 0.5780], [-0.5473, -1.3768, -1.6525], [-1.1628, 0.1946, -2.1988], [-2.2013, -0.8800, -1.2384], [-0.9175, 1.5720, 1.2700]],
  "forces_ev_per_a": [[0.08, -0.07, 0.08], [-0.06, -0.14, 0.13], [-0.02, 0.16, -0.17], [0.04, 0.00, -0.06], [0.03, 0.07, 0.00], [0.00, 0.02, 0.06], [0.01, -0.05, -0.01], [-0.12, -0.11, 0.09], [-0.01, 0.07, 0.12], [0.02, -0.12, -0.07], [0.05, 0.00, 0.01], [-0.10, 0.19, -0.20], [0.01, -0.05, 0.02], [0.05, 0.01, -0.02], [-0.02, 0.03, 0.01], [0.00, -0.02, 0.05], [0.05, 0.02, 0.00], [-0.01, -0.01, -0.04]],
  "mulliken_charge": [-0.55, -0.80, -0.40, 0.22, 0.22, 0.27, 0.27, 0.26, -0.98, -0.98, -0.13, 0.57, 0.35, 0.36, 0.30, 0.35, 0.36, 0.30]
}

---

8.
{
  "formula": "C3H12N2O",
  "method": "the ωB97M-V functional and the def2-TZVPD basis",
  "energy_ha": -306.1667,
  "relative_energy_kcal_mol": 48.5,
  "total_charge": 0,
  "multiplicity": 1,
  "lumo_energy_ha": 0.03237,
  "e_homo_ev": -10.03,
  "elements": ["C", "C", "N", "H", "H", "H", "H", "H", "H", "H", "H", "N", "C", "O", "H", "H", "H", "H"],
  "positions_angstrom": [[2.2225, -1.1756, 0.2037], [3.1828, -1.7559, -0.5159], [-0.3886, 1.4981, -2.3807], [1.3874, -1.8124, 0.4743], [-0.0401, -0.1394, 0.0315], [2.4509, -0.1963, 0.5997], [3.2355, -2.7144, -1.0279], [4.0196, -1.1187, -0.8383], [-0.0512, 2.2769, -1.8241], [-0.8970, 2.0457, -3.0675], [-0.9969, 0.8707, -1.8773], [-2.6399, 0.9250, 0.9050], [-1.6531, -0.1258, 1.1354], [-0.2082, 0.0981, 0.9470], [-2.1456, 1.8161, 0.7997], [-3.0114, 1.1818, 1.8256], [-1.8025, -1.0300, 0.5643], [-1.6175, -0.3438, 2.1968]],
  "forces_ev_per_a": [[1.18, -1.76, -0.34], [0.74, 1.30, -1.08], [0.55, 0.99, -0.63], [-0.21, 0.64, 0.33], [0.37, 0.17, -0.11], [-0.70, 0.04, 0.11], [-0.64, -0.11, 0.54], [-0.10, -0.28, 0.39], [0.14, -0.63, 0.80], [-0.47, -0.76, -0.30], [-0.28, 0.42, 0.15], [0.73, 1.19, 0.54], [1.96, -0.51, 1.23], [-1.68, 0.97, -0.45], [0.28, -0.29, -0.94], [-0.38, -0.74, -0.19], [-0.89, -0.14, -0.19], [-0.59, -0.49, 0.14]],
  "mulliken_charge": [-0.47, -0.53, -0.66, 0.31, 0.27, 0.24, 0.27, 0.20, 0.23, 0.22, 0.22, -0.63, -0.38, -0.47, 0.28, 0.30, 0.33, 0.28]
}

---

9.
{
  "formula": "C3H12N2O",
  "method": "the ωB97M-V functional and the def2-TZVPD basis",
  "energy_ha": -306.1807,
  "relative_energy_kcal_mol": 39.7,
  "total_charge": 0,
  "multiplicity": 1,
  "lumo_energy_ha": 0.03209,
  "e_homo_ev": -9.53,
  "elements": ["N", "C", "C", "N", "C", "H", "H", "H", "H", "H", "H", "H", "H", "H", "H", "H", "H", "O"],
  "positions_angstrom": [[-1.8307, -0.3993, -0.6718], [-1.5945, 0.7500, 0.2015], [-0.2145, 0.8493, 1.0126], [0.7161, 0.4776, -0.1029], [2.0044, 0.0741, 0.3369], [-2.0705, -1.1503, -0.0761], [-0.9257, -0.6603, -1.0923], [-1.7034, 1.7194, -0.3162], [-2.5069, 0.8878, 0.8669], [-0.0854, 1.7472, 1.4734], [-0.1550, 0.0763, 1.8465], [0.8968, 1.2801, -0.7383], [2.5295, 0.9573, 0.9758], [2.1116, -0.6446, 1.1101], [2.5628, -0.1559, -0.5597], [-0.6278, -2.0735, -1.8016], [0.5974, -1.4823, -0.9046], [0.2957, -2.2529, -1.5600]],
  "forces_ev_per_a": [[1.16, 1.25, -0.15], [-1.37, 1.70, 1.82], [-1.81, -4.69, -2.78], [-0.22, 0.78, 0.97], [2.44, 3.23, 1.44], [-0.41, -1.10, 0.59], [-0.98, 0.78, 0.41], [0.50, -0.48, -0.57], [1.12, -0.65, -0.29], [0.55, 2.92, 0.90], [0.02, 0.58, -1.26], [-0.69, -0.68, 0.64], [-0.56, -1.33, -1.74], [-0.79, -1.52, 0.16], [0.70, -0.22, 0.19], [0.60, -0.21, 0.10], [-1.19, -2.18, -2.12], [0.94, 1.84, 1.69]],
  "mulliken_charge": [-0.60, -0.81, -0.59, -0.27, -1.02, 0.30, 0.27, 0.31, 0.41, 0.44, 0.33, 0.17, 0.28, 0.38, 0.36, 0.35, 0.43, -0.74]
}

---

10.
{
  "formula": "C3H12N2O",
  "method": "the ωB97M-V functional and the def2-TZVPD basis",
  "energy_ha": -306.2059,
  "relative_energy_kcal_mol": 23.9,
  "total_charge": 0,
  "multiplicity": 1,
  "lumo_energy_ha": 0.02884,
  "e_homo_ev": -8.86,
  "elements": ["N", "C", "C", "C", "N", "H", "H", "H", "H", "H", "H", "H", "H", "H", "H", "H", "H", "O"],
  "positions_angstrom": [[-0.0377, 0.7170, 0.9427], [-0.0882, -0.4327, 0.0666], [0.4047, -0.1928, -1.3974], [-1.4348, -1.0380, 0.1229], [-2.0222, -0.9962, 1.4887], [-1.0037, 1.0991, 1.1373], [0.5721, 1.3836, 0.4498], [0.4575, -1.3257, 0.4586], [-0.1060, -0.9153, -2.0604], [1.5011, -0.4797, -1.3721], [0.2577, 0.8703, -1.6103], [-2.1311, -0.5193, -0.4828], [-1.3120, -2.0497, -0.2313], [-1.4892, -1.6136, 2.0593], [-2.0606, -0.1132, 1.9429], [3.1944, 1.4976, -1.1861], [2.6532, 1.9806, 0.3333], [2.6450, 2.1280, -0.6617]],
  "forces_ev_per_a": [[0.15, 1.01, -0.36], [0.61, -1.21, -0.27], [0.92, -1.00, 1.53], [-1.34, 0.58, 1.39], [-0.35, -1.80, -1.28], [1.89, -0.21, -0.71], [-0.82, 0.18, 0.69], [0.78, 1.05, 0.22], [0.16, 0.68, 0.02], [-1.14, 0.71, -0.51], [0.05, -0.38, -0.57], [-0.77, 0.54, -1.06], [-0.61, -0.46, 0.04], [0.31, -0.35, 0.74], [0.10, 0.62, 0.01], [-0.58, 0.53, 1.41], [0.60, -0.27, -2.20], [0.04, -0.22, 0.91]],
  "mulliken_charge": [-0.59, 0.54, -1.14, -1.01, -0.62, 0.21, 0.17, 0.16, 0.38, 0.17, 0.37, 0.41, 0.42, 0.25, 0.26, 0.32, 0.36, -0.66]
}